No. 1
Here is a molecular structure, C36H34N5O10STi from the OMol25 dataset. Energies are from wB97M-V/def2-TZVPD.

spin multiplicity: 2
ΔE to the lowest compared entry with this formula, charge and spin: 15.2 kcal per mole
orbital gap (spin up / spin down): 6.05 / 7.45 eV
charge: 0
expectation value of S²: 0.773
E_tot: -99754.714 eV

Positions of all 87 atoms, in Å:
Ti  -0.70501  -0.00952  0.23819
C  -2.06884  1.82897  2.61923
C  -3.02033  1.76364  1.43298
N  -2.25087  1.77576  0.17094
C  -1.97750  3.13604  -0.32720
C  -1.03797  4.01387  0.49437
S  0.66066  3.43581  0.82629
C  0.67499  3.07658  2.60058
C  0.35247  1.63778  2.98773
N  -0.83464  1.08299  2.31467
H  -1.81372  2.85966  2.84679
H  -2.54932  1.42534  3.51356
H  -3.59517  0.84276  1.45223
H  -3.72725  2.59907  1.46018
H  -2.82837  1.32973  -0.53943
H  -1.59006  3.03948  -1.33658
H  -2.92481  3.68546  -0.39656
H  -0.91414  4.93817  -0.07052
H  -1.47236  4.30164  1.45051
H  1.69195  3.29868  2.92622
H  0.03208  3.80068  3.10133
H  1.19288  0.98301  2.75374
H  0.21842  1.60313  4.07568
H  -0.91942  0.12761  2.68114
O  1.34099  0.45139  0.11736
C  2.29472  -0.66270  0.12822
C  1.40225  -1.90037  -0.16417
O  1.86937  -3.00705  -0.14888
O  0.18118  -1.57897  -0.50957
C  3.28586  -0.54470  -1.01637
C  3.00489  0.20099  -2.15181
C  3.91428  0.24618  -3.20083
C  5.09694  -0.47084  -3.12646
C  5.36702  -1.23856  -2.00052
C  4.46874  -1.27543  -0.94753
C  2.98203  -0.62884  1.48004
C  3.78336  0.48320  1.74892
C  4.35370  0.65823  2.99880
C  4.14448  -0.29629  3.98792
C  3.37549  -1.41582  3.71191
C  2.79059  -1.58748  2.46256
H  1.76395  1.29259  0.34341
H  2.07024  0.73292  -2.23270
H  3.68301  0.83645  -4.07852
H  5.80487  -0.44130  -3.94458
H  6.28274  -1.81238  -1.94263
H  4.67746  -1.88090  -0.07521
H  3.98536  1.20976  0.96618
H  4.97356  1.52388  3.19491
H  4.59202  -0.17041  4.96550
H  3.21579  -2.16622  4.47534
H  2.17457  -2.45261  2.26806
C  0.31365  3.18109  -4.67493
C  0.75148  3.21217  -3.33330
C  0.30236  2.27762  -2.44531
C  -0.60796  1.24924  -2.80978
C  -1.08398  0.26441  -1.88068
C  -1.91950  -0.70597  -2.38667
C  -2.34229  -0.73833  -3.73275
C  -1.91256  0.21111  -4.60889
C  -1.02740  1.22119  -4.16879
C  -0.55069  2.20540  -5.07385
H  0.66929  3.92208  -5.37895
H  1.45283  3.97210  -3.01032
H  0.65612  2.30744  -1.42561
H  -2.26328  -1.51571  -1.75503
H  -3.00910  -1.52807  -4.05570
H  -2.22758  0.20131  -5.64542
H  -0.89008  2.16008  -6.10224
O  -4.76986  -6.55685  0.89059
N  -3.71131  -6.19198  1.36262
O  -2.94683  -6.89866  1.98371
C  -3.33345  -4.78083  1.16586
C  -4.19767  -3.96710  0.45919
C  -3.82684  -2.64459  0.31472
C  -2.62823  -2.12420  0.81190
O  -2.29861  -0.86783  0.56551
C  -1.77000  -3.00205  1.51551
C  -2.14080  -4.33627  1.69146
N  -0.56020  -2.57671  2.04274
O  -0.22730  -1.28865  1.97851
O  0.17672  -3.36609  2.67080
N  -4.74251  -1.76525  -0.42093
O  -4.90751  -0.63005  -0.01180
O  -5.30286  -2.23672  -1.38708
H  -5.11776  -4.34521  0.04328
H  -1.47939  -4.99918  2.22619

Charges per atom according to Mulliken partitioning, unit e:
1 Ti -0.318
2 C -1.140
3 C -0.709
4 N 0.235
5 C -0.730
6 C -0.928
7 S -0.128
8 C -1.087
9 C 0.089
10 N 0.655
11 H 0.391
12 H 0.481
13 H 0.126
14 H 0.590
15 H 0.289
16 H 0.031
17 H 0.574
18 H 0.665
19 H 0.490
20 H 0.554
21 H 0.608
22 H -0.839
23 H 0.640
24 H 0.335
25 O 0.313
26 C 4.046
27 C -0.961
28 O -0.658
29 O -0.091
30 C -0.779
31 C -0.170
32 C -0.960
33 C -0.574
34 C -0.891
35 C -0.466
36 C -0.078
37 C -0.336
38 C -0.944
39 C -0.582
40 C -1.099
41 C -0.128
42 H -0.098
43 H 0.154
44 H 0.490
45 H 0.402
46 H 0.424
47 H 0.488
48 H 0.450
49 H 0.464
50 H 0.407
51 H 0.497
52 H 0.457
53 C -1.005
54 C -0.541
55 C -0.449
56 C 0.619
57 C 0.654
58 C 0.066
59 C -1.277
60 C -1.279
61 C 0.890
62 C -0.557
63 H 0.402
64 H 0.530
65 H 0.045
66 H 0.420
67 H 0.499
68 H 0.393
69 H 0.415
70 O -0.639
71 N 1.057
72 O -0.619
73 C -0.788
74 C -0.716
75 C -0.361
76 C 0.601
77 O 0.984
78 C 0.040
79 C -0.586
80 N 0.959
81 O -0.892
82 O -0.809
83 N 1.171
84 O -0.621
85 O -0.612
86 H 0.636
87 H 0.717

---

No. 2
Here is a molecular structure, C28H28ClN4O5S5V from the OMol25 dataset. Energies are from wB97M-V/def2-TZVPD.

spin multiplicity: 2
ΔE to the lowest compared entry with this formula, charge and spin: 64.6 kcal per mole
orbital gap (spin up / spin down): 6.22 / 7.25 eV
charge: -1
expectation value of S²: 0.820
E_tot: -138070.979 eV

Positions of all 72 atoms, in Å:
V  -0.06061  -0.47999  0.54937
C  -2.47234  2.09366  0.30518
N  -2.27331  0.70493  -0.15716
C  -2.08547  0.75270  -1.62397
C  -1.53877  -0.53053  -2.19590
N  -0.15099  -0.77382  -1.76472
C  0.77719  0.20507  -2.40852
C  0.30004  -2.10471  -2.13372
C  -0.04958  -2.70366  -3.33386
C  0.46299  -3.94693  -3.67607
C  1.35800  -4.57924  -2.82437
C  1.72546  -3.97323  -1.63412
C  1.19091  -2.73712  -1.27375
S  1.61125  -2.00396  0.25616
C  -3.41042  -0.13294  0.19751
C  -4.71127  0.36501  0.14808
C  -5.79996  -0.42459  0.47818
C  -5.59759  -1.74075  0.87180
C  -4.31264  -2.24512  0.92964
C  -3.20764  -1.45802  0.58663
S  -1.62352  -2.19349  0.63036
H  -3.29316  2.57929  -0.23149
H  -1.56995  2.66399  0.10802
H  -2.67984  2.09572  1.37173
H  -1.39984  1.57531  -1.82777
H  -3.04098  0.96595  -2.11823
H  -1.59940  -0.45609  -3.28583
H  -2.14256  -1.37782  -1.87719
H  0.60546  0.22390  -3.49119
H  1.80365  -0.08724  -2.21364
H  0.63910  1.20369  -1.99921
H  -0.72091  -2.20536  -4.02212
H  0.16576  -4.41419  -4.60643
H  1.77094  -5.54494  -3.09030
H  2.42621  -4.44974  -0.95912
H  -4.89218  1.38614  -0.16084
H  -6.79899  -0.00940  0.42583
H  -6.44179  -2.37066  1.12479
H  -4.12892  -3.26462  1.24659
S  0.20807  -1.18204  2.76806
C  1.39403  -0.04058  3.31800
C  2.33376  -0.33227  4.30478
C  3.21158  0.64740  4.74216
C  4.15828  0.32915  5.77380
N  4.88911  0.04683  6.61605
C  3.14865  1.94230  4.19166
C  2.20995  2.23765  3.21580
C  1.34434  1.24835  2.76253
S  0.12304  1.53946  1.57035
C  4.04770  2.96554  4.64575
N  4.75147  3.79010  5.03006
H  2.38189  -1.33026  4.71969
H  2.17267  3.22794  2.78274
O  0.14062  3.35242  -1.60318
S  0.92706  4.58270  -1.26258
C  2.20416  4.71766  -2.56262
C  1.64793  5.50493  -3.75805
C  0.13514  5.62641  -3.57190
C  -0.04802  5.90417  -2.09017
H  2.47053  3.68887  -2.79118
H  3.07120  5.19328  -2.10322
H  1.89518  5.01627  -4.70100
H  2.08485  6.50641  -3.77654
H  -0.35330  4.67982  -3.81176
H  -0.29353  6.40674  -4.20416
H  -1.07834  5.83171  -1.74387
H  0.38024  6.86913  -1.79844
O  2.77222  3.18676  0.04324
Cl  3.36772  1.89404  -0.27516
O  3.74890  1.88997  -1.66836
O  4.50233  1.67156  0.57104
O  2.39407  0.84137  -0.05220

Charges per atom according to Mulliken partitioning, unit e:
1 V 0.684
2 C -1.485
3 N 1.579
4 C -1.058
5 C -1.258
6 N 1.910
7 C -1.411
8 C -0.628
9 C -0.363
10 C -0.983
11 C -0.569
12 C -0.735
13 C 1.021
14 S -0.401
15 C -0.574
16 C -0.483
17 C -0.875
18 C -0.573
19 C -0.794
20 C 1.242
21 S -0.373
22 H 0.362
23 H 0.129
24 H 0.412
25 H 0.430
26 H 0.346
27 H 0.474
28 H 0.552
29 H 0.292
30 H 0.530
31 H 0.107
32 H 0.309
33 H 0.391
34 H 0.373
35 H 0.451
36 H 0.299
37 H 0.390
38 H 0.369
39 H 0.455
40 S -0.337
41 C 0.722
42 C -1.021
43 C 0.730
44 C -0.181
45 N -0.578
46 C 0.566
47 C -0.928
48 C 0.638
49 S -0.462
50 C -0.247
51 N -0.578
52 H 0.524
53 H 0.485
54 O -0.714
55 S 0.363
56 C -0.526
57 C -0.688
58 C -0.512
59 C -0.855
60 H 0.210
61 H 0.525
62 H 0.334
63 H 0.287
64 H 0.168
65 H 0.413
66 H 0.424
67 H 0.389
68 O -0.675
69 Cl 1.677
70 O -0.713
71 O -0.702
72 O -0.277

---

No. 3
Here is C5H8O2 in the gas phase from the OMol25 dataset. Energies are from wB97M-V/def2-TZVPD.

spin multiplicity: 1
ΔE to the lowest compared entry with this formula, charge and spin: 63.7 kcal per mole
orbital gap: 9.36 eV
charge: 0
E_tot: -9407.069 eV

Positions of all 15 atoms, in Å:
O  1.88225  -1.13777  -0.00134
C  0.88356  -0.20468  0.36233
C  0.96650  1.07061  -0.47866
C  0.14721  0.77893  -1.73537
C  -1.66716  -0.08158  0.74673
C  -0.50685  -0.69517  -0.01714
O  -0.61745  -0.23483  -1.42544
H  1.89322  -1.19875  -0.96679
H  0.99616  -0.04804  1.43812
H  0.47329  1.92527  0.01130
H  1.99293  1.37588  -0.70241
H  -1.72928  0.99388  0.54406
H  -1.54531  -0.22436  1.82481
H  -2.61454  -0.53274  0.43847
H  -0.55451  -1.78665  -0.03867

Charges per atom according to Mulliken partitioning, unit e:
1 O -0.560
2 C -0.089
3 C -0.576
4 C -0.379
5 C -1.330
6 C 0.296
7 O -0.167
8 H 0.370
9 H 0.418
10 H 0.315
11 H 0.346
12 H 0.311
13 H 0.343
14 H 0.356
15 H 0.346

---

No. 4
Here is C19H27NO3 in the gas phase from the OMol25 dataset. Energies are from wB97M-V/def2-TZVPD.

spin multiplicity: 1
ΔE to the lowest compared entry with this formula, charge and spin: 36.8 kcal per mole
orbital gap: 9.15 eV
charge: 0
SMILES: CCCCCOc1ccc(C(=O)CCC(=O)N2CCCC2)cc1
E_tot: -27774.399 eV

Positions of all 50 atoms, in Å:
C  -4.07669  -4.11018  -0.28373
C  -3.90074  -2.59676  -0.27803
C  -5.16866  -1.88486  -0.74434
C  -5.01893  -0.36480  -0.80765
C  -4.84726  0.28823  0.56820
O  -3.56675  0.09707  1.13620
C  -2.50785  0.80730  0.68087
C  -2.55279  1.80872  -0.28799
C  -1.39551  2.47178  -0.63872
C  -0.16631  2.16493  -0.05473
C  -0.12773  1.16107  0.91819
C  -1.27844  0.49676  1.27388
H  -1.26103  -0.27409  2.02853
H  0.79447  0.90273  1.41344
C  1.01555  2.94264  -0.48511
O  0.90890  3.91320  -1.20728
C  2.37012  2.47332  -0.00171
C  2.74534  1.10297  -0.58159
C  3.29081  0.17375  0.49653
O  3.20684  0.42230  1.68662
N  3.85393  -0.96421  0.05289
C  3.94032  -1.42212  -1.31934
C  4.69037  -2.75247  -1.22567
H  5.76497  -2.57996  -1.29198
C  4.33164  -3.25589  0.17113
C  4.33462  -1.97000  0.98805
H  5.34635  -1.71226  1.32144
H  3.68302  -1.99623  1.86291
H  3.33460  -3.69764  0.16734
H  5.03949  -3.98956  0.54927
H  4.39957  -3.44303  -2.01434
H  2.93540  -1.56542  -1.73558
H  4.47088  -0.70095  -1.94737
H  3.48168  1.21652  -1.37701
H  1.86653  0.61612  -1.01524
H  3.10984  3.22198  -0.28750
H  2.36619  2.39613  1.08878
H  -1.42312  3.25270  -1.38450
H  -3.47934  2.08372  -0.76704
H  -5.07925  1.35910  0.51364
H  -5.53369  -0.17310  1.28399
H  -4.16116  -0.11422  -1.43521
H  -5.91223  0.06168  -1.26910
H  -5.43256  -2.24776  -1.74120
H  -5.99326  -2.13751  -0.07336
H  -3.07275  -2.32396  -0.93737
H  -3.64567  -2.26489  0.72869
H  -4.31674  -4.46530  -1.28410
H  -4.88386  -4.40293  0.38442
H  -3.16459  -4.60242  0.04531

Charges per atom according to Mulliken partitioning, unit e:
1 C -1.439
2 C 0.007
3 C -0.827
4 C -0.455
5 C -0.814
6 O -0.466
7 C 1.043
8 C -0.225
9 C -1.089
10 C 0.095
11 C -0.248
12 C -1.061
13 H 0.457
14 H 0.437
15 C 0.491
16 O -0.644
17 C -0.934
18 C -0.793
19 C 0.533
20 O -0.711
21 N 0.161
22 C -0.551
23 C -0.648
24 H 0.299
25 C -0.623
26 C -0.605
27 H 0.264
28 H 0.325
29 H 0.284
30 H 0.354
31 H 0.375
32 H 0.323
33 H 0.270
34 H 0.469
35 H 0.459
36 H 0.448
37 H 0.432
38 H 0.462
39 H 0.395
40 H 0.389
41 H 0.398
42 H 0.340
43 H 0.388
44 H 0.365
45 H 0.308
46 H 0.256
47 H 0.232
48 H 0.347
49 H 0.340
50 H 0.386

---

No. 5
Here is a molecular structure, C15H23FeN2O2 at a distorted geometry from the OMol25 dataset. Energies are from wB97M-V/def2-TZVPD.

spin multiplicity: 5
ΔE to the lowest compared entry with this formula, charge and spin: 43.6 kcal per mole
orbital gap (spin up / spin down): 6.78 / 4.94 eV
charge: +1
expectation value of S²: 6.072
E_tot: -57378.293 eV

Positions of all 43 atoms, in Å:
C  0.20434  1.56622  -1.70259
C  -0.47365  0.51353  -0.88364
C  -0.41478  -0.87207  -1.20228
Fe  -2.22879  -0.43370  -1.92330
C  -1.71023  -1.43689  -3.40391
O  -1.32402  -1.96062  -4.36888
C  -2.20354  0.72278  -3.43041
O  -2.14945  1.34414  -4.41283
C  -3.25762  -1.86274  -0.91167
C  -3.90135  -1.48665  -2.14406
C  -4.18199  -0.07467  -2.08398
C  -3.70156  0.41764  -0.81619
C  -3.11372  -0.68351  -0.10754
H  1.11669  1.93350  -1.19766
H  0.48642  1.16364  -2.69048
H  -0.44928  2.43862  -1.87445
H  -0.74278  0.82398  0.14070
H  0.27765  -1.20136  -1.99228
H  -0.51993  -1.60574  -0.38578
H  -2.98728  -2.87638  -0.62549
H  -4.22895  -2.16306  -2.92934
H  -4.76180  0.49048  -2.80625
H  -3.81252  1.43478  -0.44829
H  -2.72121  -0.64387  0.90470
N  1.40977  -2.15930  2.27567
C  2.61834  -1.42033  2.64445
C  2.73864  -0.17135  1.78436
C  3.75107  0.85839  2.31518
C  3.07652  2.22725  2.12697
C  1.56781  1.92419  2.00381
N  1.49217  0.53517  1.62546
H  1.48249  -2.43358  1.29146
H  1.36020  -3.01094  2.82720
H  2.52288  -1.11361  3.69724
H  3.53832  -2.01801  2.51776
H  3.09319  -0.52652  0.80076
H  3.93328  0.67878  3.37983
H  4.69805  0.77859  1.78065
H  3.27597  2.90214  2.95995
H  3.45558  2.68811  1.20765
H  1.05168  2.11058  2.96405
H  1.09237  2.57828  1.25982
H  0.64098  0.02412  1.83364

Charges per atom according to Mulliken partitioning, unit e:
1 C -1.678
2 C 1.063
3 C -0.824
4 Fe 0.420
5 C 0.328
6 O -0.279
7 C 0.242
8 O -0.256
9 C -0.405
10 C -0.546
11 C -0.869
12 C -0.429
13 C -0.824
14 H 0.375
15 H 0.372
16 H 0.336
17 H 0.370
18 H 0.497
19 H 0.161
20 H 0.482
21 H 0.634
22 H 0.653
23 H 0.503
24 H 0.599
25 N -0.533
26 C -0.905
27 C 0.012
28 C -0.752
29 C -0.662
30 C -0.555
31 N 0.070
32 H 0.165
33 H 0.249
34 H 0.470
35 H 0.305
36 H 0.119
37 H 0.312
38 H 0.350
39 H 0.333
40 H 0.277
41 H 0.358
42 H 0.219
43 H 0.244

---

> ΔE to the lowest compared entry with this formula, charge and spin of number 3 (C5H8O2)?

63.7 kcal per mole

---

> What is the charge in the fifth record?

+1